[1]
{
  "formula": "C22H17Br2N4Pt",
  "method": "ωB97M-V/def2-TZVPD",
  "max_force_ev_per_a": 1.70,
  "total_charge": 1,
  "e_homo_ev": -10.50,
  "elements": ["H", "H", "Br", "H", "N", "C", "C", "C", "N", "Pt", "N", "H", "C", "H", "H", "C", "C", "C", "C", "C", "C", "H", "C", "Br", "H", "C", "H", "C", "C", "C", "C", "N", "H", "H", "H", "C", "H", "C", "H", "C", "C", "H", "C", "C", "H", "H"],
  "positions_angstrom": [[2.888, 1.766, 2.576], [2.322, -1.337, -1.798], [-1.892, -2.113, -5.425], [-1.234, -3.680, -3.024], [1.078, 0.881, 2.063], [2.762, -0.677, -1.067], [-1.214, -0.046, -1.937], [0.337, -3.645, 1.674], [2.074, -0.232, -0.011], [0.261, -0.430, 0.772], [-0.012, -2.810, 0.700], [-0.278, 2.182, 2.984], [-1.528, -1.653, -3.647], [-1.793, 0.611, 1.635], [0.330, -5.648, 2.457], [-0.652, -3.284, -0.364], [4.060, -0.155, -1.027], [-1.003, -4.621, -0.479], [-1.253, -2.644, -2.720], [-0.546, -0.768, 4.466], [-1.336, -1.914, 4.502], [0.882, -3.213, 2.505], [0.036, -4.996, 1.647], [-1.135, -7.291, 0.464], [0.902, 1.459, 4.092], [-1.525, -0.327, -3.253], [-1.544, -4.988, -1.338], [-1.548, -0.170, 2.358], [2.330, 1.146, 1.881], [2.905, 0.583, 0.734], [-0.653, 0.112, 3.405], [-0.936, -0.990, -1.033], [-1.253, -2.592, 5.342], [-2.825, -3.097, 3.507], [4.832, -0.347, -1.754], [-2.219, -2.202, 3.469], [-1.754, 0.468, -3.947], [0.283, 1.272, 3.214], [-3.044, -1.522, 1.611], [4.152, 0.642, 0.112], [-0.659, -5.479, 0.552], [5.002, 1.213, 0.449], [-0.971, -2.276, -1.415], [-2.335, -1.326, 2.406], [0.147, -0.560, 5.271], [-1.187, 0.976, -1.585]]
}

[2]
{
  "formula": "C3H3N",
  "method": "ωB97M-V/def2-TZVPD",
  "e_above_lowest_kcal_mol": 4.04,
  "max_force_ev_per_a": 3.61,
  "smiles": "C=CC#N",
  "total_charge": 0,
  "e_homo_ev": -10.64,
  "elements": ["N", "C", "H", "C", "H", "C", "H"],
  "positions_angstrom": [[-0.563, 2.313, -1.006], [-0.458, -0.066, 0.111], [1.564, -0.596, -0.331], [0.620, -0.827, 0.261], [0.659, -1.704, 0.917], [-0.452, 1.220, -0.573], [-1.370, -0.341, 0.621]]
}

[3]
{
  "formula": "C41H31AsBrCsN2O4",
  "method": "ωB97M-V/def2-TZVPD",
  "e_above_lowest_kcal_mol": 52.44,
  "max_force_ev_per_a": 2.44,
  "total_charge": -2,
  "e_homo_ev": -1.71,
  "elements": ["C", "Br", "H", "C", "C", "C", "C", "C", "H", "C", "C", "C", "C", "H", "H", "C", "H", "H", "H", "C", "H", "H", "H", "C", "H", "C", "As", "H", "C", "H", "H", "C", "H", "C", "O", "C", "H", "H", "H", "C", "H", "C", "H", "H", "H", "C", "O", "C", "N", "C", "O", "N", "H", "C", "C", "C", "C", "C", "Cs", "H", "C", "H", "C", "H", "H", "C", "C", "C", "H", "H", "C", "C", "C", "C", "H", "C", "H", "C", "O", "C", "C"],
  "positions_angstrom": [[0.855, 0.127, 3.828], [-6.133, 1.650, 3.752], [-3.073, 1.995, 0.526], [-4.356, -0.093, 2.351], [1.527, -0.969, -5.427], [-4.902, 0.199, 3.589], [-3.631, 0.251, -1.296], [1.570, -2.339, -5.654], [6.915, 1.345, -2.978], [-1.356, 1.371, -1.318], [-2.423, -2.245, -1.439], [1.812, 2.464, -1.846], [-0.387, -0.335, 5.894], [-5.510, -0.800, -1.391], [-2.074, 2.640, 2.687], [0.343, 1.455, 3.902], [-2.472, 3.648, 0.576], [-1.409, 1.193, 2.011], [-4.092, 1.234, -1.268], [-2.239, 0.169, -1.264], [6.911, -2.494, -1.074], [1.845, -4.284, -4.775], [4.493, -2.329, -0.750], [1.694, 0.961, -3.746], [1.699, 2.824, 2.803], [-3.799, -2.129, -1.451], [2.320, -0.432, -1.391], [-4.622, 0.475, 1.470], [1.757, -0.472, -4.147], [1.302, -0.294, -6.246], [-4.404, -3.030, -1.496], [-3.696, -1.598, 4.601], [1.378, -2.729, -6.646], [-4.431, -0.879, -1.384], [1.591, -0.257, 2.847], [1.834, -3.214, -4.602], [4.483, 1.500, -2.678], [-0.809, 2.892, 4.975], [8.155, -0.654, -2.191], [2.058, -2.720, -3.323], [-3.421, -2.203, 5.457], [4.297, -0.408, -1.707], [1.360, 4.517, -2.257], [1.908, 2.621, -0.779], [2.231, -3.404, -2.502], [-1.578, -1.096, -1.357], [-0.301, -1.191, -1.297], [7.081, -0.588, -2.056], [-0.109, 2.881, 1.931], [1.292, 3.313, -4.040], [-1.354, -2.883, 2.197], [-1.300, 2.426, -0.610], [0.707, -1.807, 4.776], [-1.450, 2.277, 1.865], [-0.830, 0.991, 5.982], [-3.100, -1.898, 3.384], [-3.443, -1.141, 2.265], [0.678, 2.431, 2.823], [0.300, -1.384, 1.117], [-0.700, -1.060, 6.639], [2.026, -1.353, -3.102], [-5.022, -0.283, 5.675], [1.389, 2.033, -4.576], [1.024, 4.144, -4.682], [-2.996, -1.391, 1.310], [-2.166, 2.599, 0.559], [6.386, 0.531, -2.495], [5.006, 0.620, -2.322], [-0.611, 1.313, -2.113], [1.200, 1.873, -5.632], [0.415, -0.765, 4.854], [-2.053, -2.998, 3.251], [5.010, -1.520, -1.255], [-0.458, 1.863, 4.966], [-1.942, -3.217, -1.467], [-4.587, -0.539, 4.718], [-1.473, 1.320, 6.788], [6.384, -1.617, -1.433], [-1.942, -3.826, 4.169], [1.492, 3.530, -2.681], [1.925, 1.195, -2.389]]
}

[4]
{
  "formula": "CH2OS2",
  "method": "ωB97M-V/def2-TZVPD",
  "e_above_lowest_kcal_mol": 89.22,
  "max_force_ev_per_a": 1.67,
  "smiles": "C=S.O=S",
  "total_charge": 0,
  "e_homo_ev": -8.52,
  "elements": ["O", "S", "H", "H", "C", "S"],
  "positions_angstrom": [[-1.001, 0.550, 1.027], [-0.883, 1.984, 1.445], [1.613, -0.443, 0.041], [-0.145, -0.233, -0.488], [0.803, -0.761, -0.617], [0.991, -1.931, -1.699]]
}

[5]
{
  "formula": "C4H19N2O6S",
  "method": "ωB97M-V/def2-TZVPD",
  "e_above_lowest_kcal_mol": 113.70,
  "max_force_ev_per_a": 8.55,
  "total_charge": -1,
  "e_homo_ev": -3.74,
  "elements": ["H", "O", "H", "H", "H", "O", "C", "O", "S", "H", "O", "H", "N", "H", "H", "H", "C", "H", "C", "H", "H", "H", "H", "H", "O", "H", "H", "H", "C", "N", "H", "O"],
  "positions_angstrom": [[-0.271, 4.033, -0.511], [1.351, -3.116, 0.978], [1.887, -0.829, 0.500], [-1.853, -1.564, 0.963], [0.630, 1.813, -2.550], [0.768, 4.051, -0.586], [1.910, 0.257, 0.248], [-1.646, -2.364, 1.198], [-1.513, 0.611, -3.387], [-1.235, -2.205, 3.110], [-2.543, 0.622, 1.586], [-2.943, 0.636, 0.749], [3.038, 0.601, -0.715], [3.235, 1.653, -0.876], [0.220, -0.862, -1.268], [1.039, 3.107, -0.842], [0.191, 0.844, -2.756], [-1.581, -3.030, 0.558], [-1.501, 0.266, -1.074], [-2.038, 1.312, -0.948], [2.942, 0.238, -1.589], [0.924, 0.418, -3.312], [-0.054, -1.327, 2.928], [-3.081, 1.238, 2.143], [-0.371, -2.098, 3.428], [0.104, 0.870, 0.541], [2.036, 0.669, 1.327], [0.519, -3.495, 0.666], [0.029, 0.217, -1.408], [0.749, 0.960, -0.248], [1.186, -2.791, 1.921], [-2.128, -0.738, -0.775]]
}

LUMO for every record listed, in sequence, given in eV: -3.6 0.3 3.8 -2.9 2.8.